Entry 1:
Below is the molecule C4H5IO in a non-equilibrium geometry, with properties calculated with the ωB97M-V functional and the def2-TZVPD basis.

Output
Structure (SMILES): C=CO/C=C\I
Orbital gap (eV): 9.39
Energy above the lowest of the compared OMol25 structures with the same formula, charge and spin (kJ/mol): 138.7
Electronic energy (a.u.): -528.27068

Element x y z (Å)
C1 1.170 1.441 -0.486
C2 -0.778 -1.689 -0.223
C3 -0.695 -0.851 0.797
C4 -0.048 1.414 0.040
O1 -0.705 0.522 0.812
I1 2.533 -0.168 -0.425
H1 1.547 2.303 -1.000
H2 -0.739 -1.350 -1.247
H3 -0.772 -1.212 1.816
H4 -0.882 -2.741 -0.062
H5 -0.631 2.331 -0.021

Entry 2:
Below is a structure of composition C25H35F3KN8O4S, with properties calculated with the ωB97M-V functional and the def2-TZVPD basis.

Output
Orbital gap (eV): 7.88
Energy above the lowest of the compared OMol25 structures with the same formula, charge and spin (kJ/mol): 112.5
Electronic energy (a.u.): -3010.54824
Charge: -1

Element x y z (Å)
K1 0.083 0.681 -1.679
O1 -3.453 3.634 -1.272
C1 -2.770 2.642 -1.516
N1 -1.600 2.583 -2.172
C2 -1.357 3.221 -3.319
O2 -2.152 3.561 -4.200
C3 0.118 3.442 -3.619
C4 0.522 3.438 -4.952
C5 1.846 3.695 -5.255
C6 2.721 3.989 -4.218
C7 2.227 3.981 -2.925
N2 0.960 3.692 -2.613
C8 -3.267 1.308 -0.961
C9 -4.371 1.328 -0.113
C10 -4.935 0.125 0.274
C11 -4.368 -1.060 -0.177
C12 -3.244 -0.982 -0.982
N3 -2.704 0.172 -1.379
H1 -0.223 3.241 -5.710
H2 2.192 3.676 -6.282
H3 3.765 4.215 -4.401
H4 2.881 4.222 -2.092
H5 -4.770 2.287 0.182
H6 -5.806 0.109 0.919
H7 -4.771 -2.025 0.104
H8 -2.750 -1.885 -1.330
C13 1.957 0.031 3.188
C14 1.865 1.557 3.019
N4 1.125 1.922 1.819
C15 1.761 2.872 0.919
C16 3.046 2.307 0.287
N5 2.857 1.001 -0.320
C17 3.799 -0.043 0.047
C18 3.740 -0.396 1.534
N6 2.387 -0.697 2.000
H9 2.629 -0.198 4.021
H10 0.969 -0.348 3.460
H11 1.426 1.988 3.927
H12 2.870 1.979 2.950
H13 0.167 2.163 2.012
H14 1.052 3.122 0.124
H15 2.026 3.818 1.414
H16 3.418 3.040 -0.431
H17 3.823 2.234 1.051
H18 2.753 1.033 -1.325
H19 3.540 -0.925 -0.543
H20 4.844 0.212 -0.190
H21 4.401 -1.255 1.688
H22 4.180 0.422 2.117
H23 1.731 -0.480 1.256
C19 -2.545 -3.757 4.047
N7 -2.747 -2.663 3.102
C20 -3.471 -1.560 3.710
C21 -1.724 -2.381 2.199
S1 -1.176 -0.843 1.893
N8 -1.211 -3.458 1.559
C22 -2.025 -4.614 1.207
C23 0.025 -3.330 0.786
H24 -2.123 -3.375 4.984
H25 -1.863 -4.498 3.648
H26 -3.498 -4.241 4.274
H27 -4.373 -1.965 4.177
H28 -3.745 -0.830 2.957
H29 -2.871 -1.051 4.472
H30 -3.044 -4.483 1.556
H31 -1.619 -5.537 1.630
H32 -2.036 -4.722 0.120
H33 0.707 -2.639 1.280
H34 -0.157 -2.955 -0.228
H35 0.491 -4.316 0.731
F1 3.065 -3.101 -3.443
C24 1.787 -2.678 -3.575
F2 0.998 -3.732 -3.310
F3 1.606 -2.365 -4.868
C25 1.523 -1.461 -2.627
O3 2.010 -0.384 -3.020
O4 0.873 -1.712 -1.599